165
Properties=species:S:1:pos:R:3:lowdin_charge:R:1 method="wB97M-V/def2-TZVPD" largest_force_ha_per_bohr=0.180 total_energy_ev=-118660.86360 gap_ev=8.897 charge=-1
N 0.063 -0.465 0.898 -0.298
S -0.167 0.965 0.343 0.489
O -1.003 1.060 -0.857 -0.261
O 0.853 1.949 0.625 -0.231
F -1.330 1.381 1.359 -0.165
S 0.846 -0.979 -0.467 0.631
O 2.143 -0.334 -0.725 -0.253
O 0.035 -1.424 -1.621 -0.270
F 1.291 -2.361 0.240 -0.172
C -2.583 -3.958 3.691 -0.157
O -3.507 -3.511 2.728 -0.122
H -2.412 -3.144 4.395 0.068
H -2.882 -4.844 4.251 0.076
H -1.676 -4.191 3.134 0.063
H -3.026 -3.100 2.006 0.017
C 4.783 -5.342 2.405 -0.144
O 4.874 -5.585 0.998 -0.149
H 4.667 -4.260 2.477 0.065
H 3.918 -5.805 2.880 0.073
H 5.688 -5.727 2.876 0.074
H 4.040 -5.501 0.531 0.011
C 0.972 -2.318 3.549 -0.141
O -0.109 -1.475 3.348 -0.121
H 1.809 -1.798 4.014 0.070
H 0.730 -3.095 4.274 0.091
H 1.380 -2.740 2.631 0.079
H -0.070 -1.099 2.466 0.001
C -1.993 4.538 3.922 -0.126
O -3.284 4.912 4.327 -0.119
H -1.829 4.651 2.851 0.075
H -1.225 5.097 4.456 0.088
H -1.913 3.467 4.111 0.065
H -3.359 5.861 4.203 0.099
C -2.970 -1.585 0.073 -0.068
O -1.846 -2.323 0.641 -0.174
H -3.766 -2.259 -0.244 0.086
H -3.270 -0.822 0.791 0.090
H -2.585 -1.106 -0.827 0.066
H -1.169 -1.668 0.828 -0.014
C 3.651 0.113 2.565 -0.091
O 2.318 0.384 2.931 -0.162
H 3.724 0.436 1.527 0.067
H 4.277 0.718 3.221 0.096
H 3.919 -0.934 2.711 0.082
H 1.694 0.054 2.280 0.041
C 0.697 -2.607 -4.891 -0.152
O 1.984 -2.050 -5.097 -0.118
H 0.309 -2.990 -5.835 0.081
H 0.727 -3.423 -4.168 0.066
H -0.005 -1.840 -4.562 0.040
H 2.516 -2.225 -4.317 0.008
C 2.984 3.960 3.643 -0.118
O 2.089 3.485 2.672 -0.138
H 3.946 3.524 3.373 0.078
H 3.196 5.029 3.636 0.089
H 2.736 3.608 4.645 0.076
H 2.168 2.530 2.617 0.052
C -2.025 -4.042 -2.427 -0.124
O -2.038 -2.737 -2.971 -0.121
H -2.585 -4.764 -3.021 0.089
H -0.995 -4.396 -2.381 0.084
H -2.481 -4.136 -1.441 0.065
H -1.305 -2.249 -2.589 0.029
C 2.298 -6.531 -0.910 -0.149
O 2.209 -5.495 0.058 -0.146
H 3.317 -6.773 -1.211 0.082
H 1.844 -7.450 -0.541 0.079
H 1.760 -6.293 -1.828 0.074
H 1.276 -5.362 0.245 0.028
C 3.132 -3.481 -2.134 -0.155
O 3.512 -2.401 -2.907 -0.128
H 3.255 -3.309 -1.065 0.076
H 2.134 -3.732 -2.493 0.077
H 3.780 -4.327 -2.365 0.089
H 4.335 -2.060 -2.547 0.043
C -2.724 0.445 3.953 -0.178
O -2.145 -0.441 4.839 -0.108
H -3.045 0.086 2.975 0.074
H -3.604 0.889 4.418 0.069
H -2.054 1.253 3.660 0.040
H -1.477 -0.876 4.304 0.016
C 1.677 2.701 -2.917 -0.148
O 1.447 3.313 -4.188 -0.120
H 2.397 3.228 -2.291 0.065
H 0.760 2.575 -2.342 0.068
H 2.217 1.759 -3.014 0.057
H 0.953 2.616 -4.625 0.005
C -4.758 1.205 -2.025 -0.136
O -5.612 0.108 -1.600 -0.127
H -3.795 1.268 -1.520 0.048
H -4.527 1.182 -3.090 0.066
H -5.191 2.177 -1.787 0.069
H -5.306 -0.720 -1.977 -0.003
C 4.489 2.344 -0.379 -0.157
O 4.984 3.355 -1.263 -0.123
H 5.262 1.650 -0.047 0.067
H 4.052 2.776 0.521 0.061
H 3.704 1.826 -0.930 0.061
H 4.938 2.907 -2.111 0.012
C -1.078 5.327 -1.425 -0.123
O -1.213 4.978 -0.017 -0.148
H -0.047 5.590 -1.663 0.070
H -1.465 4.549 -2.083 0.060
H -1.750 6.153 -1.659 0.066
H -0.313 4.913 0.310 0.003
C -0.984 0.685 -4.320 -0.113
O -0.042 1.302 -5.207 -0.120
H -0.448 0.140 -3.543 0.058
H -1.672 1.404 -3.876 0.073
H -1.572 -0.046 -4.875 0.087
H 0.334 0.591 -5.731 0.089
C -5.386 -3.318 -2.654 -0.137
O -4.616 -2.129 -2.656 -0.138
H -5.091 -3.996 -3.454 0.077
H -5.317 -3.893 -1.730 0.074
H -6.456 -3.126 -2.737 0.085
H -3.684 -2.353 -2.707 0.017
C 6.178 -1.611 -0.668 -0.121
O 6.135 -1.851 -2.078 -0.132
H 6.990 -0.937 -0.395 0.085
H 5.238 -1.264 -0.237 0.073
H 6.384 -2.565 -0.182 0.079
H 7.022 -1.605 -2.352 0.090
C 2.408 5.587 0.284 -0.114
O 1.247 5.269 1.056 -0.140
H 3.156 6.256 0.709 0.075
H 2.936 4.663 0.050 0.056
H 2.129 5.984 -0.693 0.074
H 1.452 4.559 1.668 0.004
C -4.135 3.822 0.431 -0.144
O -5.518 4.018 0.732 -0.130
H -3.995 2.769 0.185 0.059
H -3.754 4.373 -0.429 0.070
H -3.541 4.085 1.306 0.059
H -5.672 3.680 1.617 0.032
C -1.486 -5.853 0.688 -0.107
O -0.417 -4.897 0.503 -0.150
H -1.399 -6.317 1.671 0.082
H -2.471 -5.394 0.606 0.076
H -1.456 -6.584 -0.119 0.077
H -0.793 -4.047 0.263 0.032
C 4.941 0.801 -3.880 -0.148
O 5.152 2.170 -3.814 -0.115
H 5.472 0.386 -3.023 0.069
H 3.892 0.574 -3.690 0.073
H 5.329 0.371 -4.803 0.094
H 4.819 2.526 -4.641 0.100
C -3.545 3.480 -5.286 -0.123
O -4.988 3.206 -5.063 -0.130
H -3.214 2.747 -6.021 0.072
H -3.198 4.445 -5.656 0.072
H -2.976 3.251 -4.385 0.052
H -5.210 3.852 -4.389 0.060
C 0.352 1.680 5.443 -0.168
O 1.708 1.353 5.374 -0.123
H -0.102 1.958 4.492 0.065
H -0.269 0.895 5.876 0.070
H 0.241 2.470 6.185 0.080
H 1.832 0.874 4.552 0.016
C -5.762 2.672 4.786 -0.151
O -5.124 3.023 3.558 -0.135
H -6.393 3.496 5.121 0.072
H -6.387 1.781 4.724 0.079
H -5.058 2.470 5.593 0.071
H -4.469 3.686 3.791 0.018

16
Properties=species:S:1:pos:R:3:lowdin_charge:R:1 method="wB97M-V/def2-TZVPD" largest_force_ha_per_bohr=0.015 total_energy_ev=-17087.16231 multiplicity=2 gap_ev="1.828 / 9.021" charge=-1
N 0.683 -1.053 0.898 0.017
C 0.050 0.138 0.334 -0.552
C -1.465 0.040 0.401 -0.547
S -2.011 0.157 2.145 0.521
C 0.477 0.371 -1.114 -0.505
N 1.868 -0.016 -1.349 -0.080
H 1.623 -1.149 0.545 0.030
H -3.283 -0.185 1.911 -0.175
H 0.669 -1.006 1.910 0.039
H 0.340 1.040 0.906 0.100
H -1.887 0.796 -0.251 0.058
H -1.775 -0.959 0.090 0.067
H 0.311 1.417 -1.355 0.015
H -0.152 -0.253 -1.752 0.076
H 2.482 0.702 -0.978 -0.024
H 2.070 -0.039 -2.341 -0.040